ORCA calculation (ωB97M-V/def2-TZVPD) on a molecular structure, C37H59N7OPRuSi2Te.

```
109
Properties=species:S:1:pos:R:3:lowdin_spin:R:1
N 0.6792 -1.7398 2.6199 0.158
C -1.5389 2.4822 5.3368 0.000
C -2.4365 0.8724 3.8235 0.000
C 0.2833 -6.3656 -3.8598 0.002
C 4.4264 1.7165 -1.1024 -0.001
H -2.0455 2.0012 -4.0905 0.000
C 2.7454 -4.8629 -3.0025 0.001
C -2.2140 -2.6384 0.3008 0.034
C 0.6833 3.5977 0.8881 0.001
C -3.3639 -3.2572 0.7543 0.031
C 0.5209 4.9312 0.1769 0.000
H -2.4405 3.0626 5.5115 0.000
H -0.7531 -6.2976 -4.1890 0.000
C -0.5291 -0.7406 -3.1021 0.029
H 0.2703 4.7185 -0.8732 0.000
C -0.6739 5.5560 0.8906 0.000
H 2.8018 -5.5097 -2.1058 0.000
C -3.5479 -3.4213 2.1213 0.015
H -1.1413 6.3390 0.3054 0.000
Si 1.0161 -4.7301 -3.5874 0.007
H 3.1819 1.7900 0.6646 0.000
H 3.4019 -5.3050 -3.7586 0.000
H 1.4016 -1.7530 5.2784 0.001
H -1.0107 -3.6531 -2.4584 0.001
H 0.9630 2.8693 -2.5244 0.000
O -0.2179 0.8417 1.0260 0.198
H 1.1537 3.7391 1.8666 0.000
H -4.5142 0.4641 -1.8473 0.000
C 3.6706 1.1688 -0.0680 0.010
C 0.9893 -3.7110 -5.1212 0.004
H -4.5239 -0.3362 -0.2816 0.000
C 3.3765 -0.9214 5.0118 0.004
H -4.4676 -3.9100 2.4500 0.000
N -1.6047 1.8260 3.0784 0.004
H 5.6030 1.2940 -2.8653 0.001
H 0.1255 -4.3660 -1.2972 0.002
H -2.6927 -3.1640 4.0572 0.001
C 0.0497 -3.8337 -2.2311 0.029
C -2.5668 -3.0271 2.9981 0.028
C -1.1374 1.7596 -4.6697 0.000
H 5.3276 -0.1226 4.5560 0.000
C 5.0153 0.8793 -2.0611 0.009
N -1.2895 -2.2044 1.1606 0.145
C -4.8695 1.8124 -0.1530 0.000
N -2.7346 1.4034 0.7663 0.001
H 1.4006 5.5416 0.2019 0.000
Si 0.1802 0.9044 -3.6907 0.002
H -3.4767 1.2135 3.8284 0.000
N 2.5282 -0.7298 0.9834 0.147
H -4.0904 -3.6414 0.0466 0.002
H -0.0016 1.8344 -1.4277 0.000
H 1.3972 -4.3113 -5.9430 0.000
H -4.4643 1.3575 1.9365 0.000
C -1.8655 1.0111 5.2210 0.000
Ru 0.3786 -1.0518 0.7756 3.659
C -4.0392 1.9525 1.1330 0.001
C 1.8650 -1.3213 3.2190 0.020
H 2.4409 0.0250 -4.2404 0.001
C -1.3891 -2.4686 2.5163 0.022
H -0.3611 5.9728 1.8349 0.000
H 4.5549 2.7915 -1.1271 0.000
C 4.1580 -1.0506 -0.8816 0.010
P -1.3242 1.8013 1.4824 0.024
C 4.1472 -0.4043 2.7809 0.010
C 2.1457 -1.3871 4.5740 0.006
C 4.9016 -0.4816 -1.9205 -0.001
H -2.5391 0.6534 5.9867 0.000
H -4.7436 2.6747 -0.7909 0.000
H 4.0972 -2.1379 -0.7902 0.001
Te 0.8772 -1.8635 -1.9449 0.184
H 0.0829 2.7058 3.9079 0.000
N -0.3479 -2.1881 3.3526 0.152
H -5.9158 1.6787 0.0868 0.000
H -0.9534 0.4353 5.2901 0.000
H -2.3408 -0.1323 3.3928 0.000
H 1.3085 -0.1389 -5.6036 0.000
C -4.2336 0.5834 -0.8125 0.000
H -0.7074 2.6877 -5.0469 0.000
H 2.0159 1.4072 -5.2162 0.000
C 4.3750 -0.4565 4.1478 -0.004
C 1.6045 0.5021 -4.7740 0.002
H 5.4832 -1.1089 -2.5997 0.000
H -2.3823 1.5826 -1.3027 0.000
H 1.5726 -2.7942 -5.0651 0.002
H -2.2451 4.3940 1.9188 0.000
H -2.3071 4.3409 0.1705 0.000
N -0.7204 3.2202 1.0206 0.008
H -1.4316 1.1468 -5.5191 0.000
H -1.4871 -0.6124 -2.6017 0.002
C 0.7270 1.8604 -2.2424 0.000
H 1.6693 1.4275 -1.8908 0.000
H -2.0358 -2.4504 -0.7537 0.003
C 2.8718 -0.8116 2.2716 0.002
C 3.4572 -0.2201 0.0100 0.013
H -0.6741 -1.4109 -3.9700 0.004
H 4.8910 -0.0948 2.0672 0.001
C -2.7598 0.8464 -0.5782 0.002
H -0.8053 2.7270 6.1263 0.000
C -1.6185 4.3645 1.0328 0.002
H -0.0310 -3.4459 -5.4355 0.000
H -2.1101 -0.0342 -0.6255 0.002
C -0.9902 2.8296 3.9525 0.000
H 3.1497 -3.8779 -2.7353 0.001
H 1.2202 2.8384 0.3033 0.000
H 3.5673 -0.9341 6.0903 0.000
H -1.2285 3.8475 3.6575 0.000
H 0.3075 -6.9671 -2.9536 0.000
H 0.8427 -6.8800 -4.6606 0.000
H -3.9705 2.9935 1.4309 0.000
```

* relative energy (zero: lowest compared OMol25 entry of this formula, charge and spin): 94.8 kJ/mol
* electronic energy: -3186.6038 Eh
* multiplicity: 6
* expectation value of S²: 8.795
* total charge: +2
* HOMO-LUMO gap (alpha / beta): 5.38 / 4.67 eV
* lowest unoccupied orbital energy (alpha / beta): -0.251 / -0.289 hartree

=====

ORCA calculation (ωB97M-V/def2-TZVPD) on a molecular structure, C11H18LuN3O6P.

```
40
Properties=species:S:1:pos:R:3:mulliken_charge:R:1
C -0.9978 -1.2070 2.4256 -0.886
H -0.9053 -3.7136 -1.0445 0.391
C -0.5526 1.8925 -3.4943 0.266
H 3.8451 0.0358 0.4069 0.441
C -0.2988 -3.0302 -0.4224 -1.051
C -2.1678 2.6034 0.6057 0.357
N -0.5344 -0.1186 1.5927 0.430
H 1.6794 -2.6617 1.3802 0.311
C 2.2751 -1.7348 1.4001 -0.935
C 0.1338 3.8710 -1.1389 0.308
H 0.7588 -3.3210 -0.5846 0.448
O -3.4416 4.4316 -2.6596 -0.011
N -0.4603 -1.6533 -0.8432 0.314
H 2.6184 1.0016 1.2306 0.291
C 2.7828 0.3639 0.3382 -0.749
O -0.1211 1.6805 -4.5144 -0.005
H 2.6824 0.9867 -0.5673 0.190
O -3.6215 -0.2097 -1.9008 -0.030
H 0.9419 -1.6483 -2.4146 0.403
H 3.3357 -2.0249 1.2999 0.379
H 0.9899 0.5849 2.8961 0.319
Lu -1.0854 1.9598 -1.2555 1.013
C -2.7141 3.6774 -2.2403 0.194
C 0.0728 0.9661 2.3997 -1.069
H 0.3212 1.8786 1.8210 0.382
H -0.5774 -3.1980 0.6331 0.298
O 0.3798 0.7400 -0.6255 -0.858
O -2.5791 2.7968 1.6552 -0.048
H -0.4742 -0.5693 -2.7544 0.029
H 2.1797 -1.2655 2.3959 0.318
O 0.9430 4.6809 -0.9604 -0.056
C -0.1571 -1.5267 -2.2790 -0.866
H -0.1254 -1.7994 2.7558 0.364
H -0.6048 1.2862 3.2269 0.383
C -2.8642 0.6222 -1.7375 0.340
H -0.6312 -2.3588 -2.8520 0.423
H -1.4800 -0.8403 3.3558 0.396
N 1.8948 -0.7886 0.3957 0.313
H -1.7124 -1.8605 1.9008 0.317
P 0.2716 -0.5296 0.1733 -0.051
```

* relative energy (zero: lowest compared OMol25 entry of this formula, charge and spin): 116.2 kJ/mol
* electronic energy: -2621.4951 Eh
* multiplicity: 1
* total charge: +3
* HOMO-LUMO gap: 4.50 eV
* lowest unoccupied orbital energy: -0.503 hartree

=====

ORCA calculation (ωB97M-V/def2-TZVPD) on 2 unconnected molecules or ions with the total composition H4O2.

```
6
Properties=species:S:1:pos:R:3:mulliken_charge:R:1
H -0.3626 -0.0342 1.8612 0.320
O -0.6601 -0.0507 0.9129 -0.672
H 0.3064 0.4842 -0.7148 0.362
O 0.9405 0.5566 -1.3778 -0.646
H -1.4898 -0.5972 0.9402 0.323
H 1.2656 -0.3587 -1.6218 0.312
```

* relative energy (zero: lowest compared OMol25 entry of this formula, charge and spin): 18.9 kJ/mol
* electronic energy: -152.8677 Eh
* multiplicity: 1
* HOMO-LUMO gap: 11.41 eV
* lowest unoccupied orbital energy: 0.021 hartree

=====

ORCA calculation (ωB97M-V/def2-TZVPD) on 6 unconnected molecules or ions with the total composition C2H15O6.

```
23
Properties=species:S:1:pos:R:3:mulliken_charge:R:1
H -1.5614 1.0706 2.2051 0.218
H 1.2639 0.0423 -0.9514 0.459
H -2.2801 -0.2960 3.0045 0.243
C -2.2341 -0.4637 0.8877 -0.262
O 0.0495 3.1495 0.6509 -0.700
H 0.2688 -1.8571 -1.7450 0.385
H -0.7451 -2.0083 -0.5967 0.428
H 1.4669 0.2927 0.9448 0.187
H 0.2392 2.1749 0.6128 0.447
O -0.4414 -2.4364 -1.4213 -0.751
H -3.3529 0.8871 2.2631 0.352
H 0.2162 3.4379 -0.2495 0.270
O 0.7484 0.5667 0.3673 -1.131
C -2.3960 0.3773 2.1476 -1.007
O 1.6117 -0.3942 -1.8112 -0.849
H 4.5843 -0.6871 -1.4707 0.284
H -2.2892 0.1577 -0.0102 0.268
H -3.0714 -1.1714 0.8010 0.340
H 3.4196 -0.7179 -2.4164 0.407
H -0.2886 -0.4975 0.7421 0.478
O 4.3945 -0.7317 -2.4117 -0.674
O -1.0380 -1.1967 0.9243 -0.700
H 1.4352 0.3016 -2.4670 0.305
```

* relative energy (zero: lowest compared OMol25 entry of this formula, charge and spin): 0.0 kJ/mol
* electronic energy: -536.7152 Eh
* multiplicity: 1
* total charge: -1
* HOMO-LUMO gap: 9.65 eV
* lowest unoccupied orbital energy: 0.134 hartree

=====

ORCA calculation (ωB97M-V/def2-TZVPD) on a molecular structure, C29H42BiBrN5O12P2S.

```
93
Properties=species:S:1:pos:R:3:mulliken_charge:R:1
H -2.8466 5.2739 -2.6349 0.344
C -4.7594 -1.5952 -2.4407 -0.743
H 3.9658 3.6560 3.3620 0.399
H 1.1149 -0.9082 2.9715 -0.324
C 1.3812 -4.1580 2.7668 -1.098
H -2.9474 4.0742 -3.9414 0.456
C 2.8115 0.3767 3.0418 -1.311
H 1.5098 -0.9633 0.7391 -0.098
C 2.0165 -6.1152 1.5292 -0.664
O -1.5285 -1.0675 3.0030 -0.077
H 1.1344 3.3475 3.8420 0.359
H -0.4549 3.9260 2.3822 0.221
H 2.2428 -0.1489 -5.1163 0.428
H 3.3976 4.6085 1.3964 0.225
C 3.4766 1.6924 2.6052 -0.346
H -1.8178 -1.5276 4.9530 0.252
C -4.4103 -1.2404 -3.7331 -0.058
H 2.1098 5.0161 0.3257 0.208
C -0.6729 -4.2831 -0.4100 -1.241
H -5.1548 3.4004 0.4760 0.398
N 1.2746 -0.0448 1.1050 -0.031
H -1.9362 5.1068 -0.3473 0.395
C 2.3206 -2.3173 -2.5100 0.221
H -4.3016 4.2879 -2.8178 0.475
C -1.9357 -1.2376 1.7406 -0.308
N -2.5609 -1.0190 -1.6935 0.404
C -3.2141 4.2839 -2.9063 -1.796
N 0.2387 4.4686 1.8843 -0.328
C 4.0907 -0.6907 -2.3339 -0.739
O 0.3702 1.4083 4.2377 -0.797
H -1.5976 -3.8617 -0.0101 0.178
C 1.5161 4.2023 2.0856 0.816
C -3.1368 -0.7716 -4.0028 -0.679
O -2.6094 2.2909 0.6065 -0.414
O -0.2950 3.5479 -3.4513 -0.550
C 1.9055 -1.7168 -3.6968 -0.136
H 0.9573 -6.4537 -0.3037 0.429
H 3.4314 -0.4496 2.6837 0.519
H -1.2511 -0.2824 -3.1043 0.500
H 4.2001 0.7600 -3.9112 0.419
C -2.2541 -0.6692 -2.9448 -0.510
H 2.8124 0.3326 4.1317 0.420
C 3.6708 -0.0966 -3.5148 -0.466
P -3.1279 3.3753 -0.2774 0.536
S -0.0777 -2.9245 -1.4884 0.563
O -2.9401 1.8904 -2.4280 -0.059
O -4.7209 3.3552 -0.3870 -0.517
C 2.5742 -0.6103 -4.1950 -0.723
H 4.5542 1.5530 2.7051 0.408
N 1.8832 3.5980 3.2051 -0.152
H -4.0096 -1.7494 -0.4278 0.469
Br -5.6751 -1.3830 -5.1223 -0.127
C 3.1522 2.9318 3.4552 -1.348
P -0.7490 3.3889 -1.9205 0.917
C 2.1759 -5.2886 2.6327 -0.592
H -0.0627 4.8998 1.0257 0.146
O 0.2261 -1.7755 -0.5388 -0.457
H 2.0650 -3.8773 -1.0428 0.374
C 0.2886 -4.6621 0.6724 -0.227
H 3.7405 -2.2588 -0.9063 0.431
H 4.9515 -0.2995 -1.8060 0.442
C 3.4131 -1.7933 -1.8302 -0.302
H -0.3449 4.4630 -3.7516 0.420
C -3.7962 -1.4694 -1.4523 -0.549
H 1.8335 0.6508 0.6183 0.096
H 2.9054 -5.5342 3.3935 0.424
H 1.0526 -2.1210 -4.2329 0.460
H -3.1697 -2.0080 3.8797 0.324
H -3.9026 1.8209 -2.4738 0.317
O -2.6799 -2.1311 1.4156 -0.598
C 0.4410 -3.8484 1.7945 1.074
C -2.0907 -1.9559 3.9948 -0.822
H 3.1106 2.6373 4.5014 0.491
C -2.5971 3.2105 -2.0118 0.382
O -0.4986 1.5063 2.1825 -0.633
C 1.0790 -5.8023 0.5551 -0.354
O -0.5968 4.7044 -1.1846 -1.082
H -1.6698 -2.9544 3.8832 0.282
H -0.1944 -2.9798 1.9050 0.376
H 1.4490 -4.3034 -2.6661 0.540
H -0.9121 -5.1111 -1.0798 0.715
H 3.2991 1.8929 1.5433 0.277
C 0.3291 1.0514 3.0686 -0.017
H 1.4856 -3.5254 3.6407 0.491
H 2.6217 -7.0065 1.4257 0.403
Bi -0.9973 0.3507 0.2717 3.228
O -2.7398 4.8261 0.1891 -0.578
O -0.1437 2.1565 -1.3464 -0.637
C 1.3864 0.0636 2.5585 1.168
H -2.8451 -0.4746 -4.9998 0.527
N 2.4249 4.5405 1.1564 -0.331
C 1.5823 -3.4965 -1.9410 -1.037
H -5.7473 -1.9654 -2.2075 0.500
```

* relative energy (zero: lowest compared OMol25 entry of this formula, charge and spin): 55.7 kJ/mol
* electronic energy: -6176.5957 Eh
* multiplicity: 1
* total charge: +1
* HOMO-LUMO gap: 8.79 eV
* lowest unoccupied orbital energy: -0.065 hartree

=====

ORCA calculation (ωB97M-V/def2-TZVPD) on C3HCl5 in the gas phase.

```
9
Properties=species:S:1:pos:R:3:mulliken_charge:R:1
C -0.4869 0.8721 -0.5874 -0.352
H -1.2656 0.5410 -1.4316 0.344
Cl -0.6172 -0.5030 2.1010 -0.081
Cl -1.0164 2.0202 0.4953 -0.066
C 0.7173 0.1457 -0.2367 0.418
C 0.0482 -1.0355 0.5971 0.043
Cl 1.8137 0.9047 0.8229 -0.072
Cl -0.8768 -2.2351 -0.2045 -0.088
Cl 1.6837 -0.7101 -1.5561 -0.145
```

* relative energy (zero: lowest compared OMol25 entry of this formula, charge and spin): 224.1 kJ/mol
* electronic energy: -2415.7453 Eh
* multiplicity: 1
* HOMO-LUMO gap (alpha / beta): 8.04 / 7.93 eV
* lowest unoccupied orbital energy (alpha / beta): -0.028 / -0.028 hartree

=====

ORCA calculation (ωB97M-V/def2-TZVPD) on a molecular structure, CH5NOP.

```
9
Properties=species:S:1:pos:R:3:mulliken_charge:R:1
H -1.3157 0.9907 -0.6339 0.282
H 1.7685 1.7941 0.0252 -0.059
H -0.7938 0.3173 1.0488 0.201
N 0.3810 -0.0819 -0.5878 -0.585
O 3.3413 0.0566 0.0205 -0.716
H 0.0795 1.6869 0.3923 0.166
C -0.5486 0.7470 0.0835 -0.602
H 1.8080 0.3468 1.5880 -0.021
P 1.8435 0.4073 0.1577 0.334
```

* relative energy (zero: lowest compared OMol25 entry of this formula, charge and spin): 72.0 kJ/mol
* electronic energy: -512.4376 Eh
* multiplicity: 1
* total charge: -1
* HOMO-LUMO gap: 7.76 eV
* lowest unoccupied orbital energy: 0.175 hartree

=====

ORCA calculation (ωB97M-V/def2-TZVPD) on C4H4O3 in the gas phase.

```
11
Properties=species:S:1:pos:R:3:mulliken_charge:R:1
O 2.7864 1.4557 1.2595 -0.370
H -1.9415 0.9728 0.1906 0.305
H -2.7880 -0.2894 -0.7497 0.298
H -1.5122 0.7079 -1.5049 0.333
O 1.0623 0.0196 0.9098 -0.135
C -0.7961 -0.8207 -0.2025 1.026
O -1.0365 -1.9989 -0.0200 -0.520
H 2.9935 -0.2747 0.1768 0.361
C 0.6401 -0.4253 -0.2476 -0.601
C 2.4208 0.4465 0.7732 0.341
C -1.8287 0.2067 -0.5852 -1.037
```

* relative energy (zero: lowest compared OMol25 entry of this formula, charge and spin): 313.4 kJ/mol
* electronic energy: -380.4277 Eh
* multiplicity: 1
* HOMO-LUMO gap: 9.18 eV
* lowest unoccupied orbital energy: -0.010 hartree

=====

Number 1: strongest force on any atom 5.16 eV Å⁻¹. Number 2: strongest force on any atom 8.37 eV Å⁻¹. Number 3: strongest force on any atom 3.94 eV Å⁻¹. Number 4: strongest force on any atom 1.09 eV Å⁻¹. Number 5: strongest force on any atom 0.57 eV Å⁻¹. Number 6: strongest force on any atom 3.15 eV Å⁻¹. Number 7: strongest force on any atom 4.26 eV Å⁻¹. Number 8: strongest force on any atom 0.69 eV Å⁻¹.